Below is a cluster of 2 separate species, C4H10O2S in total, with properties calculated with wB97M-V/def2-TZVPD.

Each line ends with the Mulliken charge.
Cartesian coordinates (Å):
S: 2.00933 0.76700 1.20730  -0.185
O: -0.83806 1.06095 -3.87147  -0.498
O: -1.48385 -4.22827 4.58904  -0.638
C: -0.43094 0.53931 -2.82536  -0.014
C: -0.54419 0.36311 -0.33235  -0.624
C: 0.75444 1.15047 -0.11809  -0.657
C: -1.31967 0.79610 -1.60200  -0.358
H: 1.20418 0.72456 2.20072  0.103
H: 0.43143 -0.21275 -2.69894  0.325
H: 0.26862 2.04534 0.22162  0.324
H: -0.27442 -0.76917 -0.32173  0.297
H: -1.00256 -5.12039 4.88923  0.330
H: -1.22834 0.48424 0.52850  0.385
H: -2.24545 0.13526 -1.76119  0.268
H: -1.62851 1.78576 -1.48639  0.301
H: 1.14713 1.18971 -1.11461  0.332
H: -1.00391 -4.28991 3.75230  0.307

Properties
Energy above the lowest of the compared OMol25 structures with the same formula, charge and spin = 242.5 kJ/mol
Kohn-Sham gap = 9.90 eV
SMILES = O=CCCCS.O

***

Below is a structure of composition C29H24N2O8OsPS2, with properties calculated with wB97M-V/def2-TZVPD.

Each line ends with the Mulliken charge.
Cartesian coordinates (Å):
Os: 0.02125 1.91080 -0.05864  1.348
S: 3.17506 -1.10337 -2.40974  -0.419
S: 1.66645 0.39217 0.31996  0.122
P: 3.21255 -0.78466 -0.45175  0.983
O: -5.07494 1.91670 5.67407  -0.583
O: 0.31969 0.31433 4.42343  -0.546
O: -5.77886 3.15469 4.06009  -0.569
O: -1.08627 3.52465 0.09441  -0.672
O: -1.09837 -1.06455 3.58112  -0.573
O: -2.61436 4.92738 0.86450  -0.601
O: -0.20653 1.70752 1.87289  -0.925
O: -0.05207 1.74048 -2.06930  -0.481
N: -4.94781 2.48139 4.61607  0.987
N: -0.73195 0.03679 3.91559  0.991
C: -2.81888 -1.43748 -4.33199  -0.943
C: 2.66561 -4.72689 1.80864  -0.503
C: 6.90708 0.92085 -0.15907  -0.569
C: -2.94030 1.62525 -1.36290  -1.593
C: 6.91539 1.35328 1.15703  -0.432
C: 3.86081 -4.43919 1.16729  -0.646
C: 4.02452 -3.23482 0.50731  -0.582
C: -3.37236 3.17173 2.87920  -0.663
C: -0.51588 1.18844 -3.08901  -0.463
C: -0.67549 -0.68137 -5.30545  -1.847
C: 4.70396 0.06135 0.14966  0.368
C: 2.97882 -2.32118 0.50213  0.746
C: 1.78830 -2.59350 1.16007  -0.189
C: -4.96785 -2.39391 -3.45491  -1.485
C: -2.82497 0.51959 -2.35833  1.715
C: -2.81897 1.29778 4.31831  -0.505
C: 1.63885 -3.79758 1.82216  -0.689
C: -3.86849 -1.39496 -3.41729  0.604
C: 5.79749 0.27481 -0.67692  -0.452
C: -3.86968 -0.37348 -2.46694  -0.971
C: 5.81486 1.13705 1.97301  -0.739
C: -1.70849 0.40921 -3.23300  0.209
C: -1.65207 1.13001 3.61682  0.070
C: -1.97042 3.91490 0.96233  0.335
C: -3.67946 2.32200 3.93054  -0.116
C: -2.21508 2.98582 2.14654  0.517
C: -1.75696 -0.55445 -4.28295  0.960
C: 4.70356 0.48641 1.47369  -0.406
C: -1.31098 1.95877 2.51217  0.458
H: 4.66589 -5.15583 1.17961  0.400
H: 2.53174 -5.67854 2.29869  0.396
H: -2.49867 1.31244 -0.40334  0.004
H: -0.61704 0.22497 -5.90543  0.414
H: 0.29942 -0.86527 -4.85971  0.354
H: 5.81661 1.47138 2.99782  0.416
H: 0.98953 -1.86663 1.16718  0.228
H: -4.71285 -0.27079 -1.79973  0.509
H: -5.93010 -1.89978 -3.58280  0.364
H: -0.89272 -1.50888 -5.97423  0.365
H: 5.78278 -0.05974 -1.70424  0.360
H: -3.98583 1.86053 -1.17050  0.499
H: -3.07460 0.65910 5.14981  0.567
H: 7.78212 1.86063 1.55136  0.404
H: -4.82833 -3.10861 -4.26106  0.362
H: 7.76734 1.08764 -0.78661  0.409
H: -4.04188 3.97690 2.61268  0.639
H: 0.71527 -3.99549 2.34270  0.443
H: -2.84038 -2.18477 -5.11095  0.306
H: 4.95246 -3.00170 0.00354  0.374
H: 3.83411 0.30908 2.09015  0.509
H: -2.44797 2.53126 -1.71850  0.543
H: -5.01159 -2.93024 -2.50674  0.352
H: 0.10795 1.26956 -3.99051  0.535

Properties
Total charge = +1
Energy above the lowest of the compared OMol25 structures with the same formula, charge and spin = 120.3 kJ/mol
Kohn-Sham gap (alpha / beta) = 4.74 / 4.76 eV

***

Below is the ion CH3N4O with charge -1, with properties calculated with wB97M-V/def2-TZVPD.

Each line ends with the Mulliken charge.
Cartesian coordinates (Å):
O: -1.66884 0.84771 -0.75173  -0.738
N: 0.12134 1.56156 -3.63184  -0.574
N: 0.65998 -0.07850 -0.72146  -0.321
N: 0.06071 -0.26792 0.56213  -0.621
N: -0.65066 0.58350 -1.57404  0.151
C: -0.23745 1.26156 -2.56478  0.290
H: -0.98345 0.05313 0.32382  0.411
H: 0.37338 0.45745 1.18757  0.195
H: 1.42348 0.66086 -0.75788  0.207

Properties
Total charge = -1
Energy above the lowest of the compared OMol25 structures with the same formula, charge and spin = 314.9 kJ/mol
Kohn-Sham gap = 7.46 eV
SMILES = N#CN([O-])NN

***

Below is a structure of composition C5H11AgCl4O, with properties calculated with wB97M-V/def2-TZVPD.

Each line ends with the Löwdin spin population.
Cartesian coordinates (Å):
Ag: -2.57090 3.41264 0.55406  0.695
Cl: -0.05585 3.84015 0.87383  0.149
Cl: 0.56843 3.93638 -2.24672  0.017
Cl: 0.94056 -5.01031 1.21639  0.000
Cl: 0.87077 -1.26045 -1.23506  0.004
O: -2.66529 1.10622 0.52702  0.919
C: 0.98870 2.64785 0.04063  0.013
C: 0.81039 -2.99845 -0.81192  0.000
C: 0.60731 2.39078 -1.40323  0.006
C: 0.69749 -3.29243 0.72006  0.000
C: -1.89965 0.10666 1.05946  0.111
H: -0.21160 -2.87761 1.15546  0.000
H: -0.37941 1.94012 -1.50995  0.005
H: -0.05304 -3.44097 -1.30866  0.000
H: -1.50380 -0.57315 0.30497  0.049
H: -2.49359 -0.51301 1.73128  0.023
H: 1.54065 -2.81590 1.22016  0.000
H: 0.92020 1.68988 0.55611  0.001
H: 1.23557 1.63862 -1.88035  0.000
H: 1.68046 -3.46875 -1.27007  0.000
H: 2.00956 3.02030 0.12561  0.002
H: -1.03698 0.52135 1.58094  0.007

Properties
Kohn-Sham gap (alpha / beta) = 5.57 / 7.30 eV
⟨S²⟩ = 2.006
Multiplicity = 3

***

Below is an isolated molecule of C3H5FN2S, with properties calculated with wB97M-V/def2-TZVPD.

Each line ends with the Mulliken charge.
Cartesian coordinates (Å):
S: 2.79643 -0.84747 -0.21452  -0.122
F: 0.15965 -1.00394 0.37112  -0.297
N: -2.32608 -0.85571 -0.19595  -0.503
N: 2.17045 0.68187 0.04108  -0.356
C: -1.50138 0.38602 -0.25227  -0.368
C: 0.92167 1.03844 0.00416  -0.319
C: -0.25551 0.26021 0.10972  0.653
H: 3.99327 -0.27089 0.32404  0.176
H: 0.95829 2.13862 0.24652  0.285
H: -3.24689 -1.08196 0.27089  0.211
H: -1.73298 -1.74803 -0.20871  0.250
H: -1.93692 1.30284 -0.49608  0.388

Properties
Energy above the lowest of the compared OMol25 structures with the same formula, charge and spin = 252.5 kJ/mol
Kohn-Sham gap = 8.63 eV
SMILES = N/C=C(F)/C=N\S

***

Below is a cluster of 6 separate species, CH12O6 in total, with properties calculated with wB97M-V/def2-TZVPD.

Each line ends with the Löwdin spin population.
Cartesian coordinates (Å):
O: -1.04127 0.66705 -2.21883  0.004
O: -1.11597 -1.76826 -1.33603  0.005
O: 1.60327 0.74420 -0.46913  0.012
O: 1.26421 2.51527 1.76127  0.314
O: 1.04119 -1.68652 0.15069  0.004
O: -1.18854 -0.35116 1.40765  0.029
C: 0.27601 1.93154 2.33711  0.489
H: -1.56636 0.89837 -2.99535  0.000
H: -0.28006 -1.90033 -0.75657  0.000
H: -1.74974 -0.27190 0.62863  0.002
H: -1.17182 -0.33160 -2.10602  0.000
H: 1.84225 -2.20932 0.20458  0.000
H: -0.48465 -0.97103 1.16832  0.001
H: -1.22843 -2.54869 -1.88590  0.001
H: -0.65163 2.46646 2.57115  0.070
H: 1.22584 -0.79161 -0.27491  0.000
H: 0.53023 0.98855 2.81769  0.059
H: 1.06558 1.13265 -1.17436  0.001
H: 1.62987 1.48630 0.17000  0.006

Properties
Total charge = -1
Energy above the lowest of the compared OMol25 structures with the same formula, charge and spin = 0.0 kJ/mol
Kohn-Sham gap (alpha / beta) = 2.18 / 5.59 eV
⟨S²⟩ = 0.753
Multiplicity = 2

***

Below is a cluster of 3 separate species, C11H20Br4N3 in total, with properties calculated with wB97M-V/def2-TZVPD.

Each line ends with the Mulliken charge.
Cartesian coordinates (Å):
Br: -0.53420 -4.15438 -1.04304  -0.084
Br: -1.91423 -3.38085 -4.35716  -0.137
Br: 4.80063 2.88522 1.64018  -0.133
Br: 2.50082 4.35624 4.10440  -0.153
N: 0.08086 1.49656 2.30509  -0.566
N: -0.79987 1.25934 -2.33217  -0.493
N: -0.74628 2.49509 2.17482  0.315
C: -0.08450 -3.81174 -3.85401  -0.525
C: -0.20963 0.41230 1.62780  -0.348
C: -2.21326 1.40949 0.71606  -0.364
C: -1.60648 -0.96175 0.03488  -0.794
C: -1.08566 -0.16969 -2.37909  -0.592
C: -1.35059 0.32388 0.79223  0.469
C: -1.86233 2.53595 1.45609  -0.370
C: 3.17755 2.53302 3.96646  -0.318
C: 4.61983 2.50726 3.53963  -0.609
C: -2.12953 -0.73472 -1.40158  -0.350
C: -0.03313 -4.87019 -2.78531  -0.568
H: -2.37969 -1.73265 -1.77249  0.305
H: -0.13892 -0.69371 -2.23284  0.275
H: 2.53162 2.00998 3.27016  0.118
H: -3.06715 -0.17941 -1.41225  0.312
H: 3.06164 2.10635 4.96058  0.376
H: -3.11116 1.40236 0.12348  0.465
H: -0.70429 -5.69983 -2.97990  0.389
H: 0.39464 -4.16714 -4.76324  0.385
H: 0.45756 -0.43380 1.69281  0.523
H: 5.04014 1.51437 3.68211  0.351
H: -2.44406 3.44468 1.45725  0.464
H: -2.34573 -1.53848 0.59877  0.318
H: 5.22653 3.23590 4.06700  0.401
H: -1.42569 -0.40835 -3.38713  0.279
H: 0.37977 -2.88185 -3.54188  0.269
H: -0.48708 3.33115 2.69223  0.220
H: -1.62009 1.83443 -2.44760  0.265
H: -0.25435 1.54015 -1.53458  0.230
H: -0.70489 -1.57129 -0.01137  0.318
H: 0.98118 -5.24390 -2.66642  0.356

Properties
Total charge = +1
Kohn-Sham gap = 7.31 eV

***

Below is a cluster of 5 separate species, C25H64N6O9 in total, with properties calculated with wB97M-V/def2-TZVPD.

Each line ends with the Mulliken charge.
Cartesian coordinates (Å):
O: 4.35417 -1.38164 -2.32499  -0.441
O: -4.22436 3.41622 -7.68262  -0.289
O: -3.31720 -0.67420 -2.41486  -0.501
O: 0.13708 0.10732 6.70924  -0.178
O: 2.26566 4.74041 -0.39848  -0.367
O: -2.73059 -3.56692 2.46876  -0.376
O: 0.72252 0.62756 0.07614  -0.519
O: 2.23935 3.27569 3.66285  -0.266
O: 2.15474 -5.81603 -0.76747  -0.375
N: -3.38960 2.04391 -4.87202  -0.285
N: -1.20233 0.84158 -1.16155  -0.282
N: -0.20944 -1.21903 -0.86844  -0.084
N: 4.31147 3.54795 1.25209  -0.356
N: 2.38026 -2.70984 -0.47941  -0.289
N: -1.09515 -2.01002 4.02716  -0.305
C: 1.35863 -4.94040 0.01608  -0.829
C: -4.88637 3.36391 -6.41853  -0.752
C: -4.96076 4.06019 -8.68088  -0.723
C: 0.05316 0.17926 8.10418  -0.859
C: -4.26392 -1.46116 -1.70304  -0.688
C: -3.96110 0.30878 -3.21806  -0.578
C: -3.54467 -4.41189 1.69340  -0.701
C: 1.41710 -6.94127 -1.21101  -0.792
C: -1.52948 -3.18096 1.85858  0.380
C: 2.27539 -3.81729 0.47915  -0.846
C: -0.28809 -0.98866 4.69710  -0.350
C: 4.17524 4.14221 2.57939  -0.672
C: -0.71508 -0.88294 6.14424  -0.704
C: 3.63151 3.23922 3.70375  -0.642
C: 3.14973 2.79559 0.75806  -0.454
C: 3.80310 -0.83598 -1.14242  -0.020
C: -0.12584 0.13265 -0.66821  0.527
C: -3.01843 0.77095 -4.32010  -0.720
C: 5.75500 -1.19198 -2.56349  -0.610
C: 1.62564 2.46520 4.63041  -0.924
C: -4.55397 2.03599 -5.73516  -0.413
C: 1.40712 5.85742 -0.34438  -0.710
C: 1.96736 3.68843 0.51021  -0.036
C: 3.52931 -1.88604 -0.08770  -0.927
C: -0.80750 -2.08970 2.58120  -0.019
H: -2.01297 0.97837 -3.93087  0.470
H: -4.51435 -4.43881 2.18444  0.273
H: 3.23874 -1.28361 0.78216  0.350
H: -0.82435 0.64053 8.56901  0.328
H: 0.54099 2.39681 4.54331  0.314
H: -1.17047 -1.14352 2.16737  0.380
H: 6.05848 -0.27653 -2.05000  0.295
H: 2.64651 -3.06739 -1.39695  0.245
H: -4.83945 -0.13684 -3.69268  0.563
H: 1.17224 -7.58768 -0.37026  0.291
H: -0.91669 -4.03898 1.53779  0.035
H: 3.22837 -4.36531 0.55231  0.375
H: -0.63837 -1.86212 6.63832  0.384
H: 0.72115 -1.39863 4.69352  0.205
H: -3.62262 -4.11894 0.64372  0.241
H: 4.03411 3.72102 4.60507  0.483
H: 1.04467 3.15776 0.23045  0.163
H: -1.44913 1.72499 -0.75679  0.238
H: 0.70244 -1.63230 -0.63689  0.146
H: -4.25745 1.19442 -2.64964  0.263
H: -2.65963 2.58276 -5.30959  0.267
H: -4.69492 4.30584 -5.90595  0.363
H: 1.85266 2.77001 5.65460  0.359
H: 3.49034 5.00066 2.61745  0.260
H: 0.51999 -4.53749 -0.56284  0.352
H: -0.35661 -0.00705 4.21773  0.216
H: 2.15780 -3.40500 1.48134  0.577
H: 6.24161 -2.08905 -2.17922  0.245
H: 4.43336 -2.45216 0.16167  0.424
H: -5.98460 3.64797 -8.69724  0.304
H: -1.94527 0.30920 -1.60201  0.145
H: 0.41048 5.53139 -0.66160  0.264
H: -5.96806 3.29514 -6.58074  0.409
H: -5.20345 5.12220 -8.51646  0.295
H: 2.86590 -0.34104 -1.41723  -0.076
H: -3.85702 -1.88386 -0.78092  0.093
H: -2.08544 -1.81752 4.12241  0.261
H: 1.91192 6.55929 -1.00697  0.256
H: 1.62021 4.18145 1.42641  0.276
H: 5.17638 4.47210 2.86161  0.468
H: -1.73088 -2.72556 0.87121  -0.148
H: -2.79718 -0.02077 -5.05378  0.223
H: 5.88595 -1.05145 -3.63344  0.226
H: 0.84683 0.85854 8.43817  0.250
H: 0.24588 -2.36301 2.51479  -0.226
H: 3.49292 2.16522 -0.06693  0.145
H: -4.45053 3.93703 -9.63095  0.256
H: 0.97394 -5.50612 0.87198  0.576
H: -1.76850 -0.67822 6.38004  0.344
H: -4.34346 -2.40326 -2.27144  0.295
H: -5.45167 1.77978 -5.16140  0.275
H: 4.06036 2.23382 3.60511  0.335
H: 2.92461 1.99128 1.46476  0.126
H: -0.87257 -1.63801 -1.49179  0.171
H: 0.52747 -6.62518 -1.77345  0.304
H: 4.50885 4.24999 0.55060  0.344
H: 4.41413 0.00164 -0.78625  0.444
H: 1.99456 -7.38103 -2.02497  0.297
H: -4.53814 1.28383 -6.53750  0.272
H: 1.89409 1.40792 4.51454  0.333
H: 1.30481 6.34490 0.63385  0.284
H: -5.24112 -1.00096 -1.59309  0.419
H: 0.31867 -0.76619 8.58679  0.338
H: -3.15617 -5.43676 1.71808  0.294

Properties
Energy above the lowest of the compared OMol25 structures with the same formula, charge and spin = 232.2 kJ/mol
Kohn-Sham gap = 8.62 eV
SMILES = COCCNCCOC.COCCNCCOC.COCCNCCOC.COCCNCCOC.NC(N)=O

***

Which formula does entry 3 have? CH3N4O